1.
# C19H23ClFN3O3

An isolated molecule of C19H23ClFN3O3 in a non-equilibrium geometry (ωB97M-V with the def2-TZVPD basis set, the Open Molecules 2025 dataset).

```
50
C19H23ClFN3O3 | the Open Molecules 2025 dataset | ωB97M-V with the def2-TZVPD basis set
C -5.471 -2.018 -1.917
H -6.024 -2.247 -2.825
H -4.409 -2.033 -2.148
H -5.676 -2.794 -1.184
C -5.893 -0.645 -1.385
N -5.218 -0.206 -0.177
C -3.829 0.145 -0.377
C -2.729 -0.770 0.186
N -1.555 0.082 0.176
C -0.332 -0.470 0.134
O -0.164 -1.681 0.153
C 0.839 0.440 0.058
N 0.803 1.748 -0.009
O 2.080 2.188 -0.079
C 2.913 1.131 -0.055
C 2.186 -0.017 0.031
H 2.524 -1.029 0.072
C 4.379 1.395 -0.132
O 5.044 0.168 0.034
C 6.401 0.147 -0.021
C 7.217 1.254 -0.222
C 8.596 1.119 -0.262
C 9.155 -0.132 -0.099
C 8.374 -1.258 0.105
C 7.002 -1.111 0.142
Cl 5.991 -2.479 0.392
H 8.830 -2.226 0.231
F 10.495 -0.269 -0.138
H 9.230 1.976 -0.419
H 6.790 2.235 -0.349
H 4.660 2.111 0.656
H 4.617 1.844 -1.109
C -1.904 1.489 0.126
C -3.428 1.506 0.225
H -3.869 2.336 -0.322
H -3.748 1.568 1.261
H -1.419 2.035 0.937
H -1.557 1.924 -0.817
H -2.540 -1.662 -0.413
H -2.944 -1.084 1.212
H -3.663 0.219 -1.458
C -5.574 -0.988 0.996
H -4.982 -1.911 1.088
H -6.617 -1.285 0.861
C -5.484 -0.194 2.297
H -4.454 -0.031 2.603
H -5.984 -0.746 3.090
H -5.975 0.767 2.178
H -6.966 -0.654 -1.175
H -5.719 0.112 -2.155
```

SMILES: CCN(CC)[C@H]1CCN(C(=O)c2cc(COc3ccc(F)cc3Cl)on2)C1
F_max (eV/A): 1.1
Electronic energy (a.u.): -1687.799678
Orbital gap (eV): 8.923
E_HOMO (eV): -8.3

***

2.
# C19H23ClNO5

A cluster of 2 separate species, C19H23ClNO5 in total in a non-equilibrium geometry (ωB97M-V with the def2-TZVPD basis set, the Open Molecules 2025 dataset).

```
49
C19H23ClNO5 | the Open Molecules 2025 dataset | ωB97M-V with the def2-TZVPD basis set
C 5.498 1.662 -1.127
C 6.198 0.347 -0.889
O 5.212 -0.548 -0.360
C 3.947 0.096 -0.449
C 3.114 -0.554 -1.620
C 1.727 0.027 -1.604
C 1.115 -0.373 -0.272
O 0.330 -1.296 -0.129
C 1.788 0.403 0.848
C 3.229 -0.036 0.938
O 4.133 1.466 -0.738
H 5.914 2.464 -0.510
H 5.524 1.936 -2.187
H 6.576 -0.079 -1.825
H 7.003 0.430 -0.153
H 3.635 -0.335 -2.559
H 3.122 -1.643 -1.461
H 1.800 1.124 -1.654
H 1.122 -0.346 -2.433
H 1.758 1.473 0.585
H 1.267 0.242 1.793
H 3.323 -1.084 1.258
H 3.784 0.596 1.641
C -0.808 -0.096 5.580
C -1.870 -0.070 4.517
O -1.224 0.071 3.224
C -2.141 0.036 2.230
C -1.555 0.221 0.865
N -2.261 -0.166 -0.110
C -2.346 -0.436 -1.372
C -3.637 -0.458 -2.033
C -3.804 -0.865 -3.379
C -5.073 -0.861 -3.955
C -6.182 -0.435 -3.202
Cl -7.735 -0.392 -3.922
C -6.030 -0.039 -1.865
C -4.762 -0.062 -1.286
O -3.334 -0.137 2.426
H -1.276 -0.280 6.549
H -0.078 -0.887 5.393
H -0.276 0.857 5.629
H -2.457 -0.996 4.541
H -2.549 0.778 4.670
H -0.614 0.790 0.829
H -1.448 -0.698 -1.956
H -2.928 -1.186 -3.947
H -5.225 -1.179 -4.982
H -6.890 0.289 -1.292
H -4.619 0.228 -0.247
```

F_max (eV/A): 3.1
Electronic energy (a.u.): -1628.925191
Total charge: -1
Orbital gap (eV): 4.165
E_HOMO (eV): -1.9

***

3.
# C19H23CoN7OSe

A structure of composition C19H23CoN7OSe (ωB97M-V with the def2-TZVPD basis set, the Open Molecules 2025 dataset).

```
52
C19H23CoN7OSe | the Open Molecules 2025 dataset | ωB97M-V with the def2-TZVPD basis set
Co 0.945 -0.064 -0.795
N -3.641 -5.408 -2.553
C -2.931 -4.554 -2.268
C -2.045 -3.487 -1.910
C -1.897 -2.381 -2.742
C -1.039 -1.372 -2.359
N -0.346 -1.413 -1.208
C -0.481 -2.490 -0.413
C -1.315 -3.542 -0.726
H -2.440 -2.306 -3.673
H -0.897 -0.497 -2.977
H 0.102 -2.491 0.495
H -1.397 -4.388 -0.060
Se 0.356 2.649 -2.526
N -0.240 1.404 -1.356
C -1.486 1.709 -1.012
C -2.335 0.968 -0.145
C -3.589 1.440 0.080
C -4.079 2.650 -0.514
C -3.301 3.389 -1.337
C -1.974 2.930 -1.615
N -1.135 3.567 -2.404
H -1.981 0.061 0.324
H -4.253 0.892 0.735
H -5.088 2.963 -0.285
H -3.636 4.308 -1.796
C 0.154 -1.335 4.379
C 0.249 0.073 3.779
C 1.424 0.857 4.381
C -1.072 0.840 3.946
C 0.495 -0.059 2.338
N 0.686 -0.154 1.209
H -0.031 -1.238 5.448
H 1.081 -1.891 4.246
H -0.671 -1.902 3.947
H 1.246 0.966 5.450
H 1.505 1.853 3.947
H 2.367 0.329 4.246
H -1.266 0.957 5.012
H -1.909 0.294 3.510
H -1.018 1.832 3.500
C 4.419 2.024 -2.612
N 4.691 0.595 -2.577
C 3.806 -0.297 -2.141
N 4.143 -1.596 -2.123
O 2.662 0.081 -1.750
H 5.240 2.512 -3.128
H 4.339 2.435 -1.606
H 3.502 2.217 -3.167
H 5.607 0.278 -2.850
H 5.015 -1.928 -2.497
H 3.460 -2.278 -1.848
```

F_max (eV/A): 0.4
Electronic energy (a.u.): -4980.034393
Total charge: +2
Orbital gap (alpha / beta) (eV): 7.361 / 7.943
⟨S²⟩: 0.76
E_HOMO (alpha / beta) (eV): -14.7 / -14.7
Spin multiplicity: 2

***

4.
# C19H23F2N2O4PRuS9

A structure of composition C19H23F2N2O4PRuS9 in a non-equilibrium geometry (ωB97M-V with the def2-TZVPD basis set, the Open Molecules 2025 dataset).

```
61
C19H23F2N2O4PRuS9 | the Open Molecules 2025 dataset | ωB97M-V with the def2-TZVPD basis set
Ru 0.029 -1.043 -0.143
O -1.974 1.618 3.133
C -2.467 2.615 2.377
C -3.162 3.632 3.035
C -3.694 4.688 2.322
C -3.555 4.747 0.937
C -2.874 3.736 0.285
C -2.320 2.663 0.983
C -1.591 1.582 0.255
O -0.878 0.766 0.950
N -1.733 1.558 -1.037
N -1.016 0.517 -1.629
C -1.045 0.622 -2.903
S -0.320 -0.526 -4.006
C -0.219 0.665 -5.359
C -1.531 1.420 -5.360
S -1.833 2.007 -3.669
H -1.459 1.031 2.531
H -3.270 3.564 4.110
H -4.210 5.480 2.850
H -3.977 5.572 0.378
H -2.757 3.746 -0.790
H -0.046 0.106 -6.278
H 0.625 1.331 -5.173
H -2.349 0.762 -5.652
H -1.502 2.289 -6.018
C 0.885 -5.518 2.501
C 1.388 -4.118 2.245
O 0.832 -3.239 3.245
P 0.176 -1.854 2.773
S 1.621 -0.691 2.080
S -1.381 -2.266 1.604
O -0.429 -1.346 4.158
C 0.437 -0.848 5.201
C 0.399 0.660 5.253
H 1.297 -6.201 1.756
H -0.203 -5.540 2.436
H 1.183 -5.860 3.494
H 1.094 -3.790 1.246
H 2.474 -4.052 2.319
H 1.452 -1.217 5.041
H 0.053 -1.287 6.122
H 0.742 1.083 4.310
H 1.057 1.010 6.053
H -0.613 1.017 5.440
C 3.713 2.049 -1.706
S 2.474 1.781 -2.997
C 2.747 0.107 -3.454
C 2.637 -0.990 -2.682
S 2.415 -1.055 -0.957
S 2.855 -2.503 -3.548
C 3.272 -1.879 -5.092
S 3.697 -2.791 -6.373
S 3.070 -0.176 -5.151
H 3.842 3.128 -1.639
H 4.654 1.585 -1.992
H 3.372 1.645 -0.757
F -1.745 -2.730 -1.848
C -0.372 -2.674 -1.587
F -0.068 -3.921 -1.052
H 0.101 -2.667 -2.570
```

F_max (eV/A): 1.2
Electronic energy (a.u.): -5368.070822
Total charge: -1
Orbital gap (alpha / beta) (eV): 6.222 / 6.698
⟨S²⟩: 8.76
E_HOMO (alpha / beta) (eV): -4.1 / -5.4
Spin multiplicity: 6

***

> Which formula does entry 4 have?

C19H23F2N2O4PRuS9

***

> electronic energy of number 4 (C19H23F2N2O4PRuS9)?

-5368.070822 a.u.

***

> What is the electronic energy in the third record?

-4980.034393 a.u.